Record 1
Entry from the OMol25 dataset: a cluster of 2 separate species, C5H15N2 in total in a non-equilibrium geometry (ωB97M-V with the def2-TZVPD basis set).

For the energy above the lowest of the compared OMol25 structures with the same formula, charge and spin, the calculation gives 1.715 eV. The HOMO-LUMO gap (spin up / spin down) is 8.7 / 8.9 eV. As for the calculated total energy: -308.8782 Eh. Its spin multiplicity is 2.

Cartesian coordinates (Å):
1 N -5.18 0.16 -0.18
2 C 0.64 0.06 -0.52
3 C 1.55 0.74 0.49
4 C 2.74 -0.33 0.78
5 C 3.62 -0.97 -0.23
6 C -0.69 -0.39 -0.24
7 N -1.71 0.73 -0.16
8 H -5.76 -0.58 -0.65
9 H -5.42 0.99 0.36
10 H -4.21 -0.01 -0.09
11 H 0.99 0.09 -1.53
12 H 2.28 1.57 0.02
13 H 0.98 1.14 1.38
14 H 3.45 0.03 1.61
15 H 2.03 -1.10 1.27
16 H 4.18 -1.86 0.16
17 H 2.90 -1.37 -0.92
18 H 4.35 -0.20 -0.73
19 H -0.79 -0.91 0.76
20 H -1.02 -1.14 -0.93
21 H -1.24 1.38 -0.81
22 H -1.68 1.08 0.79

natural (NBO) population analysis, charges in e, atoms 1 to 4:
1 N -1.16
2 C -0.12
3 C -0.47
4 C -0.38

Record 2
Entry from the OMol25 dataset: the molecule C13H21O3PS in a non-equilibrium geometry (ωB97M-V with the def2-TZVPD basis set).

As for the SMILES: CC(C)OP(=O)(OC(C)C)c1ccccc1CS. The HOMO-LUMO gap is 9.5 eV. As for the calculated total energy: -1473.2965 Eh.

Cartesian coordinates (Å):
1 C 3.66 -1.55 0.00
2 C 2.24 -1.90 0.34
3 C 2.19 -2.96 1.46
4 O 1.49 -0.77 0.79
5 P 0.46 -0.12 -0.31
6 O 1.15 -0.10 -1.64
7 O -0.89 -1.07 -0.40
8 C -1.41 -1.26 -1.71
9 C -2.39 -2.41 -1.61
10 C -2.17 -0.05 -2.21
11 C 0.03 1.64 0.17
12 C 0.46 2.68 -0.69
13 C 0.33 4.01 -0.36
14 C -0.27 4.35 0.87
15 C -0.74 3.35 1.73
16 C -0.65 2.00 1.36
17 C -1.18 1.03 2.35
18 S -2.84 0.38 1.86
19 H 4.18 -2.44 -0.33
20 H 3.66 -0.77 -0.72
21 H 4.16 -1.17 0.88
22 H 1.81 -2.33 -0.56
23 H 2.84 -3.80 1.24
24 H 2.60 -2.47 2.35
25 H 1.14 -3.27 1.66
26 H -0.62 -1.54 -2.37
27 H -2.77 -2.72 -2.60
28 H -1.89 -3.25 -1.17
29 H -3.25 -2.07 -1.04
30 H -1.54 0.81 -2.42
31 H -2.89 0.24 -1.44
32 H -2.68 -0.29 -3.16
33 H 1.00 2.41 -1.60
34 H 0.73 4.78 -1.01
35 H -0.33 5.39 1.14
36 H -1.25 3.62 2.64
37 H -0.48 0.17 2.52
38 H -1.31 1.51 3.34
39 H -2.58 -0.08 0.64

natural (NBO) population analysis, charges in e, atoms 1 to 4:
1 C -0.63
2 C 0.10
3 C -0.62
4 O -0.80

Record 3
Entry from the OMol25 dataset: the molecule C4H10NP in a non-equilibrium geometry (ωB97M-V with the def2-TZVPD basis set).

For the energy above the lowest of the compared OMol25 structures with the same formula, charge and spin, the calculation gives 0.483 eV. The HOMO-LUMO gap (spin up / spin down) is 7.7 / 8.0 eV. As for the calculated total energy: -554.3720 Eh. Its spin multiplicity is 3.

Cartesian coordinates (Å):
1 C -1.58 0.49 -0.05
2 C 0.92 1.20 0.33
3 C 0.33 -0.58 -1.48
4 C -0.01 0.00 -0.10
5 N -0.09 -1.13 0.86
6 P 1.10 -1.52 1.82
7 H -2.16 -0.23 -0.52
8 H -1.85 0.66 1.08
9 H -1.79 1.39 -0.63
10 H 1.75 0.76 1.01
11 H 0.32 2.03 0.79
12 H 1.48 1.57 -0.51
13 H 0.41 0.19 -2.21
14 H 1.23 -1.18 -1.28
15 H -0.44 -1.32 -1.85
16 H 0.37 -2.33 2.74

natural (NBO) population analysis, charges in e, atoms 1 to 4:
1 C -0.60
2 C -0.63
3 C -0.62
4 C 0.09

Record 4
Entry from the OMol25 dataset: a cluster of 5 separate species, C8H28N2O5 in total in a non-equilibrium geometry (ωB97M-V with the def2-TZVPD basis set).

For the energy above the lowest of the compared OMol25 structures with the same formula, charge and spin, the calculation gives 0.653 eV. As for the SMILES: COC[C@H](C)N.COC[C@H](C)N.O.O.O. The HOMO-LUMO gap is 10.2 eV. As for the calculated total energy: -807.2624 Eh.

Cartesian coordinates (Å):
1 C 12.19 12.54 -0.53
2 O 12.72 11.49 -1.29
3 C 13.90 11.88 -1.93
4 C 14.53 10.76 -2.73
5 C 14.85 9.50 -1.91
6 N 15.70 11.23 -3.50
7 H 12.38 13.55 -0.89
8 H 12.63 12.54 0.49
9 H 11.13 12.43 -0.32
10 H 13.77 12.80 -2.51
11 H 14.64 12.25 -1.19
12 H 13.75 10.49 -3.45
13 H 13.89 9.08 -1.58
14 H 15.52 9.72 -1.08
15 H 15.25 8.71 -2.54
16 H 16.16 11.97 -2.95
17 H 16.43 10.53 -3.37
18 C 10.73 8.55 4.49
19 O 9.83 8.62 3.40
20 C 9.89 9.88 2.75
21 C 8.65 9.97 1.86
22 C 8.24 8.68 1.18
23 N 8.86 11.02 0.81
24 H 11.77 8.81 4.28
25 H 10.76 7.51 4.84
26 H 10.31 9.16 5.30
27 H 10.04 10.74 3.40
28 H 10.74 9.78 2.06
29 H 7.82 10.31 2.48
30 H 7.36 8.93 0.59
31 H 7.96 7.91 1.90
32 H 9.06 8.21 0.63
33 H 7.97 11.12 0.32
34 H 8.95 11.91 1.30
35 O 10.07 10.09 -1.65
36 H 10.92 10.56 -1.66
37 H 9.62 10.39 -0.82
38 O 10.63 9.12 -4.45
39 H 10.18 8.70 -5.19
40 H 9.94 9.30 -3.80
41 O 10.42 6.91 -1.73
42 H 11.07 6.96 -2.43
43 H 10.37 7.81 -1.39

natural (NBO) population analysis, charges in e, atoms 1 to 4:
1 C -0.26
2 O -0.55
3 C -0.05
4 C -0.08

Record 5
Entry from the OMol25 dataset: a cluster of 5 separate species, C30H69NO5 in total (ωB97M-V with the def2-TZVPD basis set).

As for the SMILES: CCOCCOCNC(=O)OO.CCCCCC.CCCCCC.CCCCCC.CCCCCC. The HOMO-LUMO gap is 10.4 eV. As for the calculated total energy: -1615.3073 Eh.

Cartesian coordinates (Å):
1 C 6.71 -1.76 1.47
2 C 6.79 -0.33 0.96
3 O 5.56 0.39 0.90
4 C 4.40 -0.35 0.60
5 C 3.25 0.62 0.40
6 O 2.75 1.16 1.62
7 C 1.91 0.30 2.33
8 N 0.71 -0.01 1.54
9 C 0.05 -1.18 1.93
10 O 0.15 -1.77 2.96
11 O -0.71 -1.57 0.87
12 O -1.57 -2.64 1.28
13 H 6.20 -2.43 0.78
14 H 7.73 -2.13 1.60
15 H 6.22 -1.81 2.45
16 H 7.43 0.25 1.64
17 H 7.26 -0.31 -0.03
18 H 4.17 -1.05 1.42
19 H 4.52 -0.94 -0.32
20 H 3.62 1.47 -0.17
21 H 2.45 0.14 -0.17
22 H 1.64 0.81 3.26
23 H 2.39 -0.65 2.59
24 H 0.08 0.78 1.49
25 H -1.74 -3.03 0.40
26 C -0.58 1.50 -1.34
27 C 0.44 2.59 -1.04
28 C 0.05 3.96 -1.56
29 C -0.12 4.04 -3.08
30 C 1.10 3.61 -3.88
31 C 2.34 4.46 -3.62
32 H -0.72 1.36 -2.42
33 H -0.26 0.54 -0.92
34 H -1.56 1.74 -0.92
35 H 1.41 2.29 -1.45
36 H 0.59 2.66 0.04
37 H 0.79 4.69 -1.24
38 H -0.89 4.27 -1.09
39 H -0.37 5.07 -3.35
40 H -0.98 3.43 -3.39
41 H 0.86 3.65 -4.95
42 H 1.33 2.56 -3.68
43 H 2.15 5.51 -3.84
44 H 3.18 4.13 -4.23
45 H 2.66 4.40 -2.57
46 C -3.29 -3.21 -4.53
47 C -2.69 -2.05 -3.75
48 C -1.50 -1.38 -4.45
49 C -0.30 -2.30 -4.68
50 C 0.19 -3.01 -3.43
51 C 0.62 -2.07 -2.30
52 H -2.57 -4.01 -4.69
53 H -4.14 -3.64 -4.00
54 H -3.64 -2.88 -5.51
55 H -2.38 -2.39 -2.76
56 H -3.46 -1.29 -3.58
57 H -1.19 -0.52 -3.85
58 H -1.83 -0.97 -5.41
59 H 0.51 -1.70 -5.11
60 H -0.55 -3.05 -5.44
61 H 1.03 -3.66 -3.70
62 H -0.59 -3.68 -3.05
63 H 1.43 -1.41 -2.62
64 H 0.96 -2.64 -1.44
65 H -0.21 -1.45 -1.97
66 C -4.20 -6.93 2.08
67 C -5.12 -5.71 2.06
68 C -5.92 -5.56 0.77
69 C -5.07 -5.38 -0.49
70 C -4.10 -4.20 -0.45
71 C -4.79 -2.85 -0.31
72 H -3.45 -6.88 1.29
73 H -3.68 -7.02 3.03
74 H -4.78 -7.85 1.93
75 H -4.53 -4.81 2.24
76 H -5.82 -5.78 2.90
77 H -6.60 -4.71 0.87
78 H -6.55 -6.44 0.64
79 H -5.73 -5.26 -1.35
80 H -4.50 -6.30 -0.68
81 H -3.51 -4.20 -1.37
82 H -3.39 -4.33 0.37
83 H -5.49 -2.68 -1.13
84 H -4.06 -2.04 -0.31
85 H -5.35 -2.78 0.63
86 C -0.52 3.42 3.63
87 C 0.86 3.75 3.08
88 C 1.93 3.91 4.16
89 C 1.68 5.05 5.15
90 C 1.51 6.43 4.51
91 C 2.74 6.89 3.74
92 H -0.90 4.21 4.28
93 H -1.24 3.28 2.83
94 H -0.49 2.49 4.22
95 H 0.80 4.65 2.47
96 H 1.18 2.95 2.41
97 H 2.90 4.06 3.68
98 H 2.01 2.98 4.72
99 H 2.51 5.09 5.86
100 H 0.79 4.83 5.75
101 H 1.29 7.15 5.30
102 H 0.64 6.43 3.85
103 H 3.62 6.93 4.39
104 H 2.59 7.89 3.33
105 H 2.97 6.23 2.91

Mulliken population analysis, charges in e, atoms 1 to 4:
1 C -1.10
2 C -0.29
3 O -0.33
4 C -0.65

Record 6
Entry from the OMol25 dataset: a cluster of 20 separate species, C120H100F20 in total in a non-equilibrium geometry (ωB97M-V with the def2-TZVPD basis set).

For the energy above the lowest of the compared OMol25 structures with the same formula, charge and spin, the calculation gives 1.885 eV. The HOMO-LUMO gap is 9.4 eV. As for the calculated total energy: -6629.8356 Eh.

Cartesian coordinates (Å):
1 F 5.40 3.79 -0.11
2 C 4.63 4.89 -0.52
3 C 5.25 5.93 -1.14
4 C 4.43 7.02 -1.57
5 C 3.09 6.95 -1.22
6 C 2.55 5.86 -0.51
7 C 3.30 4.77 -0.14
8 H 6.32 5.82 -1.39
9 H 4.93 7.74 -2.20
10 H 2.47 7.79 -1.55
11 H 1.48 5.86 -0.32
12 H 2.95 3.87 0.37
13 F -4.95 1.32 0.30
14 C -4.87 2.39 1.10
15 C -5.52 3.60 0.79
16 C -5.49 4.58 1.81
17 C -4.71 4.39 2.94
18 C -4.14 3.17 3.23
19 C -4.22 2.15 2.26
20 H -6.03 3.65 -0.16
21 H -5.91 5.62 1.68
22 H -4.69 5.20 3.70
23 H -3.56 3.07 4.09
24 H -3.73 1.23 2.41
25 F 4.48 0.32 4.96
26 C 4.08 1.59 4.58
27 C 3.24 2.37 5.40
28 C 2.98 3.73 5.09
29 C 3.66 4.35 4.05
30 C 4.53 3.55 3.29
31 C 4.72 2.17 3.52
32 H 2.82 1.96 6.34
33 H 2.22 4.26 5.67
34 H 3.40 5.36 3.70
35 H 5.06 3.92 2.49
36 H 5.44 1.66 2.89
37 F -0.86 -0.95 10.14
38 C -0.22 -0.97 8.96
39 C -0.05 0.18 8.29
40 C 0.72 0.14 7.10
41 C 1.25 -1.04 6.62
42 C 1.06 -2.23 7.31
43 C 0.29 -2.17 8.43
44 H -0.49 1.12 8.68
45 H 1.04 1.08 6.67
46 H 1.83 -1.06 5.69
47 H 1.68 -3.12 7.16
48 H 0.02 -2.99 9.05
49 F 0.51 0.87 -7.18
50 C 0.36 1.54 -6.03
51 C 0.85 1.08 -4.84
52 C 0.75 1.85 -3.70
53 C 0.04 3.06 -3.65
54 C -0.58 3.43 -4.86
55 C -0.45 2.69 -6.03
56 H 1.35 0.11 -4.85
57 H 1.31 1.58 -2.83
58 H -0.15 3.62 -2.73
59 H -1.30 4.24 -4.92
60 H -0.77 3.01 -6.99
61 F -0.22 -4.15 5.06
62 C 0.04 -5.25 4.36
63 C -0.94 -5.99 3.67
64 C -0.60 -7.17 3.05
65 C 0.71 -7.65 3.02
66 C 1.67 -6.83 3.69
67 C 1.35 -5.67 4.39
68 H -1.99 -5.64 3.64
69 H -1.35 -7.71 2.47
70 H 0.96 -8.63 2.57
71 H 2.74 -6.99 3.59
72 H 2.10 -5.08 4.88
73 F 3.02 -2.74 1.44
74 C 3.16 -1.63 0.74
75 C 3.68 -0.46 1.34
76 C 3.84 0.69 0.59
77 C 3.50 0.65 -0.75
78 C 2.91 -0.44 -1.29
79 C 2.75 -1.61 -0.55
80 H 3.95 -0.48 2.39
81 H 4.38 1.53 0.96
82 H 3.63 1.53 -1.41
83 H 2.46 -0.49 -2.34
84 H 2.32 -2.55 -0.87
85 F -0.01 7.34 2.02
86 C -0.91 6.79 1.11
87 C -1.45 5.54 1.31
88 C -2.30 5.06 0.32
89 C -2.43 5.75 -0.85
90 C -1.88 7.08 -1.04
91 C -1.07 7.56 -0.05
92 H -1.32 5.10 2.30
93 H -2.58 4.05 0.40
94 H -2.96 5.22 -1.63
95 H -2.14 7.59 -1.99
96 H -0.65 8.55 0.01
97 F -6.66 -0.96 5.23
98 C -5.31 -1.03 5.09
99 C -4.59 0.07 4.65
100 C -3.18 0.00 4.67
101 C -2.58 -1.21 5.02
102 C -3.28 -2.27 5.50
103 C -4.67 -2.20 5.48
104 H -5.30 0.87 4.41
105 H -2.56 0.77 4.23
106 H -1.48 -1.34 5.05
107 H -2.83 -3.17 5.78
108 H -5.33 -3.05 5.71
109 F -4.80 1.24 -9.43
110 C -3.95 0.25 -9.31
111 C -4.07 -0.80 -10.27
112 C -3.24 -1.87 -10.13
113 C -2.33 -1.94 -9.08
114 C -2.20 -0.86 -8.22
115 C -3.01 0.27 -8.28
116 H -4.67 -0.69 -11.15
117 H -3.29 -2.64 -10.89
118 H -1.62 -2.77 -9.10
119 H -1.42 -0.95 -7.45
120 H -2.76 1.17 -7.70
121 F -3.99 4.37 7.30
122 C -2.79 4.39 6.62
123 C -1.96 3.26 6.61
124 C -0.89 3.40 5.79
125 C -0.68 4.51 4.93
126 C -1.43 5.63 5.09
127 C -2.47 5.56 5.97
128 H -2.24 2.40 7.19
129 H -0.20 2.55 5.83
130 H 0.21 4.53 4.42
131 H -1.21 6.59 4.53
132 H -3.14 6.41 6.14
133 F 5.52 -5.59 7.23
134 C 5.42 -4.94 6.07
135 C 5.38 -3.59 6.10
136 C 5.19 -2.94 4.90
137 C 5.14 -3.58 3.67
138 C 5.28 -4.96 3.71
139 C 5.37 -5.68 4.88
140 H 5.57 -2.97 7.03
141 H 5.14 -1.86 4.88
142 H 5.09 -3.07 2.74
143 H 5.31 -5.57 2.84
144 H 5.35 -6.76 4.93
145 F -1.27 0.00 -2.64
146 C -2.60 0.18 -2.99
147 C -3.57 0.02 -2.02
148 C -4.90 0.17 -2.41
149 C -5.21 0.47 -3.76
150 C -4.21 0.60 -4.68
151 C -2.84 0.53 -4.29
152 H -3.31 -0.35 -1.04
153 H -5.70 -0.01 -1.68
154 H -6.29 0.43 -3.98
155 H -4.51 0.75 -5.68
156 H -2.05 0.76 -4.93
157 F 3.29 -6.10 0.10
158 C 2.13 -5.84 -0.51
159 C 2.13 -5.92 -1.88
160 C 1.01 -5.63 -2.59
161 C -0.19 -5.38 -1.85
162 C -0.21 -5.47 -0.47
163 C 0.97 -5.67 0.26
164 H 3.05 -6.02 -2.40
165 H 1.09 -5.58 -3.73
166 H -1.04 -5.24 -2.50
167 H -1.14 -5.45 0.12
168 H 1.02 -5.79 1.36
169 F 8.27 2.06 1.06
170 C 7.66 0.82 1.17
171 C 7.75 0.08 2.32
172 C 7.32 -1.24 2.34
173 C 6.88 -1.87 1.17
174 C 6.63 -1.09 0.05
175 C 7.06 0.28 0.02
176 H 8.10 0.52 3.21
177 H 7.35 -1.83 3.21
178 H 6.65 -2.89 1.25
179 H 6.25 -1.60 -0.86
180 H 6.96 0.97 -0.84
181 F 2.02 -2.44 -4.54
182 C 0.85 -2.95 -4.99
183 C 0.98 -3.96 -5.92
184 C -0.22 -4.54 -6.37
185 C -1.44 -4.15 -5.84
186 C -1.47 -3.20 -4.87
187 C -0.32 -2.58 -4.42
188 H 1.96 -4.19 -6.23
189 H -0.23 -5.37 -7.05
190 H -2.34 -4.57 -6.27
191 H -2.41 -2.94 -4.41
192 H -0.37 -1.82 -3.67
193 F 3.02 6.42 -8.25
194 C 3.24 5.87 -6.99
195 C 4.25 6.55 -6.23
196 C 4.55 6.05 -5.01
197 C 3.87 4.93 -4.50
198 C 2.89 4.27 -5.25
199 C 2.57 4.75 -6.53
200 H 4.58 7.49 -6.66
201 H 5.20 6.61 -4.32
202 H 4.02 4.59 -3.50
203 H 2.34 3.46 -4.84
204 H 1.85 4.26 -7.18
205 F -2.27 -3.01 -1.61
206 C -3.29 -3.26 -0.78
207 C -3.25 -2.46 0.34
208 C -4.15 -2.67 1.42
209 C -5.00 -3.74 1.33
210 C -5.06 -4.50 0.19
211 C -4.17 -4.34 -0.82
212 H -2.54 -1.65 0.33
213 H -4.23 -2.12 2.36
214 H -5.74 -3.88 2.09
215 H -5.77 -5.33 0.17
216 H -4.20 -4.97 -1.70
217 F -5.34 -6.56 -7.99
218 C -5.56 -5.57 -7.17
219 C -6.30 -5.70 -6.01
220 C -6.56 -4.63 -5.18
221 C -6.11 -3.36 -5.67
222 C -5.23 -3.26 -6.75
223 C -4.93 -4.39 -7.49
224 H -6.74 -6.68 -5.77
225 H -7.11 -4.61 -4.24
226 H -6.32 -2.46 -4.99
227 H -4.88 -2.31 -7.16
228 H -4.30 -4.29 -8.35
229 F 0.29 3.14 0.29
230 C 0.07 2.04 0.97
231 C 0.41 2.07 2.33
232 C 0.36 0.91 3.11
233 C -0.04 -0.30 2.47
234 C -0.29 -0.31 1.07
235 C -0.25 0.85 0.27
236 H 0.92 2.97 2.63
237 H 0.59 0.79 4.18
238 H 0.01 -1.21 3.07
239 H -0.45 -1.23 0.59
240 H -0.52 0.99 -0.75

Mulliken population analysis, charges in e, atoms 1 to 4:
1 F -0.14
2 C -0.03
3 C -0.93
4 C -0.40